(1)
Formula: C48H28Cl5N2O3S4Sr
Source: the OMol25 dataset
Level of theory: ωB97M-V with the def2-TZVPD basis set

Output
Kohn-Sham gap = 5.823 eV
charge = -1
ΔE to the lowest compared entry with this formula, charge and spin = 0.0 kcal per mole
2S+1 = 1
LUMO level = 0.0514 hartree

```
91
Properties=species:S:1:pos:R:3:forces:R:3:mulliken_charge:R:1
Sr 0.324 0.221 -0.210 -0.53 -0.08 -0.26 1.39
Cl 1.504 5.363 5.769 0.01 0.01 0.02 -0.22
C 1.340 4.400 4.344 -0.01 -0.07 -0.02 0.26
C 0.834 3.102 4.422 0.00 0.09 -0.05 0.08
Cl 0.363 2.453 5.947 -0.01 -0.03 0.06 -0.21
C 0.711 2.337 3.276 0.05 0.13 -0.15 0.66
Cl 0.092 0.726 3.324 0.00 -0.15 0.07 -0.16
C 1.112 2.803 1.996 0.14 -0.09 0.29 -1.15
O 1.096 2.033 0.984 0.05 0.31 -0.03 -0.74
C 1.588 4.138 1.950 -0.03 -0.11 0.07 0.59
Cl 2.059 4.742 0.410 0.05 0.02 -0.06 -0.17
C 1.703 4.908 3.097 -0.03 0.00 -0.04 0.15
Cl 2.303 6.524 2.981 0.03 0.01 0.00 -0.17
S -1.934 1.731 -0.968 -0.01 -0.09 -0.14 -0.53
C -2.959 0.597 -1.821 -0.01 -0.07 0.02 0.20
C -3.847 1.131 -2.763 -0.09 -0.07 -0.08 -0.94
C -4.719 0.350 -3.510 0.17 -0.05 0.19 0.60
C -5.583 0.971 -4.464 -0.13 0.09 -0.16 -0.06
N -6.266 1.486 -5.233 0.00 -0.01 0.01 -0.59
C -4.727 -1.039 -3.316 0.19 0.11 0.18 0.43
C -3.859 -1.588 -2.379 -0.10 0.09 -0.11 -0.89
C -2.970 -0.816 -1.626 0.00 0.05 0.01 0.56
S -1.951 -1.680 -0.489 0.28 0.08 0.10 -0.31
C -5.593 -1.895 -4.060 -0.13 -0.14 -0.13 -0.04
N -6.275 -2.609 -4.654 0.00 0.01 0.01 -0.59
H -3.844 2.202 -2.917 0.01 0.00 0.01 0.48
H -3.868 -2.658 -2.221 0.00 -0.01 0.00 0.42
C 5.857 4.669 3.217 -0.01 0.01 -0.02 -1.47
C 5.288 3.428 2.588 0.01 0.01 -0.04 1.15
C 5.490 3.162 1.233 -0.02 0.03 0.02 -1.04
C 4.909 2.063 0.627 -0.04 -0.06 0.10 -0.36
C 4.132 1.210 1.398 0.10 -0.04 -0.18 -0.36
C 3.909 1.451 2.743 -0.03 -0.01 0.04 -0.17
C 4.498 2.559 3.333 -0.01 -0.06 0.03 -0.95
S 3.236 -0.098 0.603 -0.26 -0.02 0.17 1.79
O 2.921 0.353 -0.800 -0.08 -0.02 0.03 -0.57
C 4.405 -1.441 0.491 0.14 0.02 0.02 0.87
C 5.447 -1.528 1.440 0.03 -0.05 0.00 -1.22
C 6.247 -2.629 1.476 -0.04 0.05 -0.03 -1.32
C 6.052 -3.686 0.556 -0.05 0.01 -0.03 0.70
C 6.889 -4.828 0.558 0.01 -0.04 -0.03 -1.05
C 6.705 -5.832 -0.349 0.05 0.02 0.06 -0.64
C 5.673 -5.739 -1.305 -0.06 0.02 -0.03 -0.95
C 4.846 -4.652 -1.327 -0.04 -0.08 -0.02 -0.99
C 5.006 -3.597 -0.393 0.06 0.03 0.06 0.57
C 4.144 -2.460 -0.394 0.11 0.05 0.06 0.59
C 3.078 -2.381 -1.441 -0.02 -0.07 -0.07 0.00
C 3.480 -1.876 -2.724 -0.09 -0.03 -0.03 0.91
C 4.806 -1.449 -2.978 0.02 0.03 -0.02 -0.82
C 5.163 -0.959 -4.203 0.04 -0.02 0.08 -1.05
C 4.216 -0.865 -5.242 -0.06 0.00 -0.04 -0.62
C 2.930 -1.270 -5.027 0.05 0.02 -0.01 -1.12
C 2.534 -1.785 -3.771 0.07 0.01 0.03 0.82
C 1.199 -2.191 -3.537 -0.05 -0.03 0.04 -1.20
C 0.830 -2.686 -2.326 -0.07 0.03 0.08 -1.12
C 1.779 -2.798 -1.275 0.14 0.03 -0.07 1.00
S 1.111 -3.396 0.299 -0.02 0.25 -0.06 0.85
O 2.214 -3.353 1.289 0.14 -0.18 0.15 -0.65
C 0.854 -5.100 -0.189 -0.01 0.03 0.01 0.31
C 1.854 -6.030 0.032 0.03 0.06 -0.01 -0.50
C 1.640 -7.346 -0.343 -0.03 -0.02 -0.01 -0.98
C 0.436 -7.739 -0.926 0.03 0.00 0.02 1.01
C 0.199 -9.175 -1.311 0.01 -0.02 -0.01 -1.45
C -0.562 -6.786 -1.111 0.00 0.04 0.01 -0.85
C -0.368 -5.465 -0.734 -0.04 -0.02 -0.01 -0.23
H 6.787 4.967 2.733 0.00 0.00 0.00 0.41
H 6.049 4.524 4.280 -0.01 -0.01 0.00 0.39
H 5.148 5.495 3.120 0.00 0.00 0.00 0.18
H 6.084 3.848 0.642 0.00 0.00 -0.01 0.35
H 5.007 1.876 -0.435 0.03 0.03 -0.02 0.52
H 3.253 0.805 3.316 0.01 -0.01 -0.02 0.64
H 4.312 2.769 4.381 -0.01 0.00 0.00 0.37
H 5.607 -0.712 2.132 0.00 -0.01 0.00 0.49
H 7.050 -2.699 2.199 0.00 0.00 0.00 0.38
H 7.682 -4.885 1.295 0.00 -0.01 0.00 0.44
H 7.352 -6.700 -0.340 0.00 0.00 0.01 0.40
H 5.533 -6.537 -2.023 0.00 0.01 0.00 0.46
H 4.050 -4.592 -2.058 0.00 -0.01 0.00 0.54
H 5.542 -1.503 -2.188 0.01 0.01 0.00 0.51
H 6.181 -0.633 -4.375 0.00 0.00 0.00 0.43
H 4.512 -0.469 -6.205 -0.01 0.00 0.00 0.41
H 2.187 -1.198 -5.812 0.00 0.00 0.00 0.47
H 0.468 -2.093 -4.331 -0.01 0.00 0.01 0.43
H -0.203 -2.943 -2.125 0.00 -0.03 -0.04 0.31
H 2.776 -5.714 0.504 0.03 -0.01 -0.01 0.63
H 2.419 -8.082 -0.179 0.00 0.00 0.00 0.35
H 1.140 -9.705 -1.455 0.00 0.00 0.00 0.36
H -0.379 -9.245 -2.232 0.00 0.01 0.00 0.37
H -0.361 -9.699 -0.533 0.00 0.01 0.01 0.29
H -1.510 -7.081 -1.544 0.00 0.00 0.00 0.42
H -1.158 -4.730 -0.845 0.01 0.02 -0.02 0.48
```
Forces are in eV/Å.


(2)
Formula: C48H29N8RhS5Te
Source: the OMol25 dataset
Level of theory: ωB97M-V with the def2-TZVPD basis set

Output
Kohn-Sham gap (alpha / beta) = 4.955 / 4.957 eV
charge = 0
ΔE to the lowest compared entry with this formula, charge and spin = 17.8 kcal per mole
2S+1 = 1
LUMO level (alpha / beta) = -0.0578 / -0.0578 hartree

```
92
Properties=species:S:1:pos:R:3:forces:R:3:mulliken_charge:R:1
Rh 0.485 0.130 0.196 1.16 0.45 0.55 -0.23
C -3.216 -5.278 0.529 0.05 0.01 0.00 -0.79
C -2.195 -5.846 -0.247 -0.08 -0.02 0.02 -0.80
C -1.070 -5.120 -0.596 0.07 0.03 -0.03 -0.25
C -0.989 -3.808 -0.150 -0.01 -0.07 0.06 0.07
C 0.035 -2.780 -0.304 0.24 0.02 -0.04 -0.32
N 1.158 -2.952 -0.975 -0.12 -0.07 -0.06 -0.30
C 2.067 -2.011 -1.162 -0.08 0.01 -0.19 -1.20
C 3.362 -2.231 -1.796 -0.08 -0.01 -0.04 0.05
C 3.992 -3.383 -2.246 -0.04 -0.06 0.00 -0.35
C 5.260 -3.251 -2.784 0.01 0.04 0.01 -0.71
C 5.878 -1.997 -2.882 -0.02 -0.04 0.01 -0.70
C 5.246 -0.848 -2.440 0.03 0.04 0.01 -0.19
C 3.981 -0.984 -1.885 -0.05 0.05 -0.03 -0.11
C 3.062 -0.018 -1.292 0.06 0.11 0.00 -0.30
N 3.293 1.276 -1.210 0.01 0.02 0.05 -0.47
C 2.525 2.152 -0.582 0.05 -0.09 -0.06 -0.67
N 1.356 1.914 0.068 -0.13 0.18 -0.32 1.10
C 0.950 3.026 0.731 -0.16 0.10 0.03 -0.55
N -0.053 3.135 1.590 0.11 -0.03 -0.02 -0.48
C -0.864 2.150 1.919 -0.03 0.21 -0.19 -0.60
N -0.945 0.915 1.349 -0.06 -0.14 0.22 1.57
C -1.892 0.178 1.985 -0.03 0.02 -0.05 -0.85
N -2.249 -1.071 1.735 0.11 -0.12 0.02 -0.44
C -1.570 -1.891 0.955 0.00 0.05 0.26 -0.65
N -0.359 -1.671 0.379 -0.23 0.03 -0.34 1.18
C -1.997 -3.249 0.632 0.00 0.01 0.11 0.07
C -3.129 -3.972 0.979 0.00 0.01 0.01 0.07
C -2.501 1.001 3.026 -0.05 -0.03 -0.12 0.17
C -3.505 0.740 3.950 0.02 -0.02 -0.02 -0.11
C -3.840 1.753 4.832 0.01 0.00 0.00 -0.72
C -3.185 2.992 4.796 -0.03 0.00 0.01 -0.73
C -2.183 3.249 3.877 0.03 0.00 -0.03 -0.25
C -1.853 2.235 2.987 0.00 0.02 -0.05 0.20
C 1.889 4.101 0.432 -0.03 -0.05 0.09 0.23
C 1.962 5.417 0.868 -0.01 0.03 0.00 -0.34
C 3.048 6.169 0.456 0.00 -0.04 -0.02 -0.63
C 4.037 5.619 -0.373 -0.01 0.05 0.03 -0.67
C 3.965 4.307 -0.804 0.00 -0.03 -0.04 -0.23
C 2.875 3.553 -0.390 0.03 -0.01 0.03 0.20
N 1.956 -0.691 -0.867 0.19 -0.13 0.21 1.61
H -4.078 -5.878 0.795 0.00 0.00 -0.04 0.44
H -2.288 -6.875 -0.569 0.00 0.01 0.00 0.44
H -0.272 -5.557 -1.181 -0.01 0.02 -0.01 0.59
H 3.506 -4.346 -2.165 0.01 0.01 0.02 0.58
H 5.787 -4.131 -3.128 0.01 0.02 -0.02 0.43
H 6.873 -1.928 -3.304 -0.01 -0.01 -0.01 0.42
H 5.719 0.123 -2.512 -0.01 -0.01 0.03 0.59
H -3.911 -3.522 1.578 0.03 -0.02 0.02 0.58
H -3.994 -0.225 3.974 -0.01 0.02 0.01 0.57
H -4.618 1.587 5.565 0.01 0.01 0.00 0.42
H -3.472 3.760 5.503 0.01 -0.01 0.00 0.42
H -1.663 4.197 3.848 -0.03 0.00 0.00 0.57
H 1.195 5.830 1.511 0.02 -0.02 0.01 0.55
H 3.145 7.193 0.791 0.00 0.01 -0.04 0.41
H 4.878 6.233 -0.671 -0.01 0.00 0.01 0.41
H 4.733 3.872 -1.430 -0.01 0.00 0.01 0.56
C 1.403 0.752 5.380 -0.05 -0.23 -0.05 -0.67
S 2.807 -0.368 5.575 0.16 0.14 -0.04 -0.13
C 2.785 -1.416 4.161 -0.03 0.06 0.16 0.33
C 2.446 -1.196 2.878 -0.47 -0.29 -0.27 -0.30
S 1.934 0.305 2.148 -0.29 -0.20 -0.42 -0.10
S 2.643 -2.571 1.807 0.19 0.09 0.16 0.25
C 3.383 -3.658 2.923 0.03 -0.07 0.04 0.03
S 3.941 -5.146 2.527 -0.06 -0.01 -0.02 -0.28
S 3.447 -3.003 4.518 -0.02 0.05 0.05 -0.22
H 1.440 1.390 6.262 -0.03 -0.04 0.02 0.42
H 0.470 0.192 5.362 -0.03 0.06 0.00 0.27
H 1.496 1.353 4.482 -0.02 0.06 0.03 0.09
Te -0.279 0.382 -2.585 -0.57 -0.23 0.37 0.83
C -1.889 -0.982 -2.413 0.15 -0.28 -0.20 0.60
C -2.887 -0.765 -1.471 -0.03 0.03 -0.05 0.32
C -3.981 -1.614 -1.422 -0.03 0.03 -0.06 -0.84
C -4.075 -2.685 -2.301 0.01 -0.01 0.02 -0.58
C -3.065 -2.916 -3.223 0.01 0.01 -0.01 -0.82
C -1.969 -2.063 -3.283 -0.01 -0.01 0.05 -0.50
C -1.620 1.826 -3.344 0.11 0.31 0.22 0.40
C -2.543 2.453 -2.512 0.06 0.04 -0.02 0.13
C -3.480 3.320 -3.053 0.00 -0.02 -0.01 -0.80
C -3.481 3.581 -4.418 0.02 0.01 0.02 -0.49
C -2.530 2.991 -5.238 -0.01 -0.04 -0.01 -0.55
C -1.596 2.112 -4.703 0.00 -0.02 0.01 -0.75
H -2.809 0.054 -0.767 -0.02 0.01 -0.03 -0.03
H -4.756 -1.443 -0.684 0.02 -0.01 0.01 0.44
H -4.929 -3.348 -2.257 0.01 0.00 0.01 0.43
H -3.130 -3.755 -3.904 0.01 -0.01 0.02 0.42
H -1.180 -2.244 -4.002 -0.02 0.00 -0.01 0.43
H -2.526 2.272 -1.444 -0.03 -0.01 0.00 0.24
H -4.209 3.794 -2.407 0.02 0.01 -0.01 0.43
H -4.217 4.252 -4.840 0.02 0.01 0.01 0.38
H -2.515 3.209 -6.298 -0.01 0.00 0.01 0.39
H -0.858 1.646 -5.345 -0.03 0.00 -0.01 0.37
```
Forces are in eV/Å.